{"formula": "C57H53BrFN6O4PSnTe", "method": "wB97M-V/def2-TZVPD", "e_tot_ha": -6330.9767, "lumo_energy_ev": 0.31, "homo_ev": -7.19, "multiplicity": 1, "gap_ev": 7.50, "fmax_ev_per_a": 3.15, "species": ["Sn", "C", "N", "C", "N", "C", "C", "C", "C", "C", "C", "C", "C", "C", "C", "C", "C", "C", "C", "P", "C", "N", "C", "C", "N", "C", "C", "C", "C", "C", "C", "C", "C", "C", "C", "C", "C", "C", "C", "N", "C", "C", "N", "C", "C", "C", "C", "C", "C", "C", "C", "C", "C", "C", "C", "C", "H", "H", "H", "H", "H", "H", "H", "H", "H", "H", "H", "H", "H", "H", "H", "H", "H", "H", "H", "H", "H", "H", "H", "H", "H", "H", "H", "H", "H", "H", "H", "H", "H", "H", "H", "H", "H", "H", "H", "O", "H", "H", "O", "H", "H", "F", "C", "Te", "C", "H", "H", "H", "H", "H", "H", "Br", "C", "C", "C", "C", "C", "C", "C", "O", "O", "H", "H", "H", "H"], "xyz": [[-0.4036, 1.0292, -1.2996], [2.5500, -3.7743, 2.7454], [2.2191, -2.8704, 1.6741], [0.9799, -2.3626, 1.4059], [0.9804, -1.8091, 0.1792], [2.2120, -2.0269, -0.3575], [3.0123, -2.7177, 0.5507], [4.3492, -3.2456, 0.3416], [5.2999, -2.9667, 1.3228], [6.5768, -3.4993, 1.1619], [6.9065, -4.2681, 0.0144], [5.9288, -4.4677, -0.9231], [4.6338, -4.0376, -0.7760], [2.4493, -1.8590, -1.8141], [1.5032, -2.3931, -2.6615], [1.7158, -2.3013, -4.0398], [2.8619, -1.6685, -4.5659], [3.8071, -1.1022, -3.6733], [3.5652, -1.2335, -2.3244], [-0.2880, -2.1545, 2.6971], [-1.7941, -2.3104, 1.6483], [-2.1435, -1.6638, 0.5359], [-3.1705, -2.4004, -0.0658], [-3.4165, -3.5054, 0.6749], [-2.5845, -3.4037, 1.7726], [-2.6503, -4.3682, 2.8606], [-4.3680, -4.5922, 0.3742], [-3.9684, -5.7927, -0.1541], [-4.9124, -6.7104, -0.5644], [-6.2858, -6.4437, -0.4106], [-6.6854, -5.2376, 0.1748], [-5.7249, -4.2922, 0.5271], [-3.9501, -1.9251, -1.2385], [-4.3026, -0.6021, -1.2307], [-4.8905, 0.0019, -2.3775], [-5.1271, -0.7860, -3.5104], [-4.7773, -2.1177, -3.5138], [-4.2131, -2.6864, -2.3926], [-0.0615, -0.3860, 3.1384], [-0.6319, 0.6547, 2.6251], [0.1436, 1.7643, 3.0772], [1.1372, 1.2509, 3.8695], [1.0052, -0.0929, 3.9226], [1.5408, -1.0258, 4.8262], [2.1286, 1.9346, 4.7139], [3.4925, 1.6063, 4.7091], [4.3011, 2.2760, 5.6402], [3.8501, 3.3568, 6.3950], [2.4871, 3.7214, 6.3416], [1.6491, 2.9816, 5.5259], [-0.1422, 3.2085, 2.9123], [0.8734, 4.1186, 2.6061], [0.5981, 5.5196, 2.6912], [-0.6724, 5.9356, 2.9525], [-1.7021, 4.9921, 3.0518], [-1.4829, 3.6494, 3.0120], [1.6603, -4.2544, 3.2627], [3.0469, -3.2771, 3.5826], [3.1358, -4.5147, 2.2913], [5.0889, -2.3176, 2.1639], [7.3416, -3.2521, 1.8735], [7.9367, -4.5725, -0.1199], [6.1668, -4.9867, -1.8305], [3.8787, -4.1587, -1.5461], [0.5978, -2.8110, -2.3086], [0.9987, -2.7996, -4.6873], [3.0451, -1.5470, -5.6253], [4.6463, -0.5977, -4.0535], [4.3354, -0.8437, -1.6274], [-3.6487, -4.8597, 2.7240], [-2.6215, -3.9066, 3.8351], [-1.8201, -5.1177, 2.7505], [-2.8881, -5.9080, -0.4071], [-4.5581, -7.6172, -1.0570], [-7.0334, -7.1541, -0.7641], [-7.6923, -4.9530, 0.3542], [-5.9900, -3.2363, 0.8151], [-4.0604, 0.0208, -0.3460], [-5.0918, 1.0713, -2.3899], [-5.5695, -0.3108, -4.3621], [-4.9169, -2.7297, -4.3813], [-3.8729, -3.7254, -2.4407], [0.7172, -1.5724, 5.3150], [2.1648, -0.5452, 5.5902], [2.2576, -1.7818, 4.3766], [3.8476, 0.8046, 4.0332], [5.3176, 2.0742, 5.7229], [4.5058, 3.9220, 7.0231], [2.1306, 4.6518, 6.8342], [0.6162, 3.1991, 5.4420], [1.9603, 3.7761, 2.4361], [1.4486, 6.2446, 2.6918], [-0.8645, 6.9931, 3.0968], [-2.7357, 5.3326, 3.0278], [-2.2260, 2.9709, 3.2162], [-3.6221, 0.8441, 1.7184], [-2.7326, 0.9555, 1.4331], [-4.0205, 1.6907, 1.6806], [-0.7215, -0.3290, -2.9574], [-0.5547, 0.2953, -3.9380], [-1.6028, -0.7289, -3.0243], [1.4388, 0.8230, -1.8940], [1.4534, 6.9603, -1.1066], [1.0440, 5.1311, -2.0740], [-0.8271, 5.0309, -1.0240], [2.4682, 7.1787, -1.4156], [1.3831, 6.7605, -0.0443], [0.7315, 7.7221, -1.3587], [-0.5381, 5.1624, -0.0002], [-1.2663, 3.9958, -1.1560], [-1.6097, 5.7325, -1.3164], [0.0193, 7.0462, -8.2197], [-0.3749, 5.5879, -7.0724], [0.0486, 4.3425, -7.4813], [-0.0875, 3.3007, -6.5857], [-0.6103, 3.4324, -5.3174], [-1.0441, 4.6914, -4.9255], [-0.9469, 5.7225, -5.8068], [-0.5813, 2.2816, -4.3958], [-0.3426, 1.1521, -4.9385], [-0.8185, 2.4521, -3.1709], [0.4893, 4.2216, -8.4741], [0.2824, 2.3145, -6.8420], [-1.5244, 4.8866, -3.9688], [-1.1968, 6.7315, -5.6140]], "forces_ev_per_angstrom": [[0.0, -0.3, -0.6], [-1.5, 0.1, 1.7], [-0.1, -0.4, 0.0], [0.5, 1.5, -1.3], [-0.3, -0.2, 0.9], [0.0, -0.9, 0.2], [-1.5, 1.0, -0.8], [-0.5, -0.2, 0.8], [1.1, -0.7, -0.7], [0.0, -0.3, -0.8], [-0.1, 1.4, 1.7], [0.1, -0.9, -1.0], [-0.2, 1.2, 0.7], [-0.4, 0.0, 0.9], [0.8, 0.6, -1.5], [0.7, 0.0, -0.3], [0.0, 0.2, 1.1], [-2.3, -1.3, -0.5], [1.7, 0.6, 0.8], [-0.8, -0.5, -0.1], [-0.3, 0.8, -1.3], [-0.3, 0.0, -0.2], [0.7, 0.9, 0.3], [0.5, -0.1, 0.4], [-0.4, -1.4, 0.5], [-0.2, -1.2, -0.8], [-0.6, 1.3, 0.8], [1.3, -0.2, -0.7], [-0.7, -0.4, -0.3], [0.4, 0.1, 0.3], [1.1, 0.2, -0.1], [0.0, 0.6, -0.1], [0.8, -0.4, -0.2], [-0.5, 2.2, -0.5], [0.5, -1.0, 0.5], [0.0, 1.2, 0.8], [0.0, -0.3, 0.3], [0.7, -0.5, 0.6], [-0.6, -1.1, -1.1], [0.4, 2.2, -0.3], [-0.4, -1.4, 0.2], [0.9, 1.2, 0.6], [-0.7, 0.0, -1.1], [1.8, -1.8, 1.4], [0.2, 0.5, 0.1], [-0.7, 0.0, 0.7], [-1.0, 0.7, -0.5], [-1.6, -0.3, -0.4], [0.7, 0.5, -0.2], [0.9, -0.4, -0.1], [-0.2, -0.6, -1.2], [1.2, 0.5, 0.4], [1.8, -1.0, 0.3], [-0.6, 0.2, 0.1], [-1.0, 1.1, -0.7], [3.0, 1.0, 0.2], [0.7, 0.7, -1.2], [0.5, -0.1, -0.4], [1.1, -1.2, -0.1], [-0.2, -0.1, -0.1], [0.3, -0.1, 0.3], [-0.1, -0.2, -0.1], [0.2, -0.3, -0.3], [0.1, -0.2, 0.1], [-0.6, -0.5, 0.5], [0.1, 0.3, -0.1], [-0.3, -0.2, -0.1], [1.0, 0.6, -0.3], [-0.7, -0.2, -0.4], [1.1, 0.1, 0.4], [0.1, 0.3, 0.1], [-0.9, 0.6, 0.3], [-0.9, -0.2, 0.5], [-0.3, 0.1, 0.1], [0.2, 0.1, 0.2], [-0.9, -0.2, -0.2], [0.1, -1.4, 0.0], [-0.3, -0.5, -0.6], [-0.1, -0.3, 0.0], [-0.1, 0.0, -0.5], [-0.1, -0.2, -0.4], [-0.2, 0.3, 0.1], [0.5, 0.1, -0.1], [-0.5, 0.2, -0.1], [-1.1, 0.9, 0.2], [0.0, 0.6, 0.6], [1.7, -0.6, -0.1], [0.4, 0.1, 0.2], [0.2, -1.0, -0.2], [-0.8, 0.3, 0.1], [-2.0, 0.5, 0.3], [-0.9, -0.7, -0.3], [-0.2, -0.1, -0.1], [0.1, 0.1, 0.5], [-1.7, -1.5, 0.2], [-0.9, -1.3, 0.4], [1.5, 0.0, -0.2], [-0.6, 1.3, -0.1], [-0.5, 0.3, -0.8], [0.2, -0.3, 0.4], [0.1, 0.1, 0.1], [0.1, 0.3, 0.1], [0.1, -0.4, 0.2], [-0.7, -0.3, -0.1], [-0.6, -1.7, -0.6], [0.1, 0.5, 0.2], [0.3, 0.1, 0.2], [0.0, 0.2, -0.3], [-0.1, 0.1, 0.6], [0.6, 1.2, 0.2], [0.4, 0.2, -0.1], [-0.3, 0.1, 0.3], [0.3, -0.8, 0.3], [0.1, 0.1, -0.4], [0.5, -1.1, -0.4], [0.1, 0.9, 0.1], [-0.8, -0.3, 0.5], [0.7, 1.4, -1.7], [-0.1, -1.1, -0.3], [-0.3, -0.1, 1.2], [0.2, 0.3, 0.3], [-0.1, -0.2, 0.4], [-0.1, 0.1, -0.2], [0.3, -0.3, -0.1], [-0.6, 0.8, 0.9]], "mulliken_charge": [1.3709, -1.4231, 0.8103, -0.6417, 0.0961, -0.4793, 0.7241, 0.0003, -0.5016, -0.5355, -0.6711, -0.6085, -0.3999, 0.3389, -0.4061, -0.7912, -0.4952, -0.9408, 0.2968, -0.4498, -0.5268, 0.1469, 0.2634, 0.4334, 0.6207, -1.0764, -0.7994, 0.2439, -0.7907, -0.3783, -0.8122, 0.1503, 0.1162, -0.1270, -0.7234, -0.5224, -0.7589, -0.4412, -0.2958, 0.1312, -0.3999, 0.1917, 0.3957, -0.7637, 0.0291, -0.4735, -0.6589, -0.5327, -0.6173, -0.4666, 0.9078, 0.1721, -0.7912, -0.6524, -0.6644, -1.1368, 0.2623, 0.3642, 0.6317, 0.3911, 0.4047, 0.3896, 0.4239, 0.5418, 0.6404, 0.3778, 0.3855, 0.5210, 0.3581, 0.4422, 0.3584, 0.2592, 0.3946, 0.3767, 0.4019, 0.4336, 0.3665, 0.5535, 0.4454, 0.4216, 0.4413, 0.4181, 0.4480, 0.5269, -0.0811, 0.5880, 0.4662, 0.4280, 0.3578, 0.5462, 0.3154, 0.4805, 0.3997, 0.3480, 0.8021, -0.5546, 0.2496, 0.2635, -0.1110, 0.4119, 0.0985, -0.6089, -0.7950, 0.3280, -0.2077, 0.3322, 0.0287, 0.3256, -0.3109, -0.0577, 0.4811, -0.1939, 0.0649, -0.5542, -0.3501, 0.0395, -0.1092, -0.5284, 0.3651, -0.7610, -0.8958, 0.4121, 0.4157, 0.4715, 0.4339]}